{"formula": "C43H51CdIN3O4PSSeSi", "method": "wB97M-V/def2-TZVPD", "species": ["Cd", "I", "C", "C", "C", "C", "C", "C", "C", "C", "C", "P", "C", "C", "C", "C", "C", "C", "C", "C", "C", "C", "C", "C", "C", "H", "H", "H", "H", "H", "H", "H", "H", "H", "H", "H", "H", "H", "H", "H", "H", "C", "N", "C", "Se", "N", "C", "C", "C", "C", "C", "C", "H", "H", "H", "H", "H", "H", "H", "H", "O", "C", "N", "C", "C", "C", "C", "O", "Si", "S", "O", "C", "C", "C", "C", "O", "C", "C", "C", "C", "H", "H", "H", "H", "H", "H", "H", "H", "H", "H", "H", "H", "H", "H", "H", "H", "H", "H", "H", "H", "H", "H", "H", "H", "H", "H", "H"], "coordinates": [[0.94149, -1.39934, -2.01395], [-2.27464, 0.64191, 0.81614], [-4.11291, 1.69558, 0.69483], [-5.20418, 1.09158, 1.31429], [-6.23612, 1.88203, 1.84194], [-6.30649, 3.20456, 1.61269], [-5.33962, 3.82682, 0.81792], [-5.47749, 5.22612, 0.53794], [-4.55352, 5.89418, -0.23470], [-3.39777, 5.20540, -0.68082], [-3.17644, 3.85769, -0.40296], [-1.75050, 3.00969, -1.12654], [-0.34951, 3.95073, -0.43256], [0.69038, 4.58558, -1.14372], [1.78640, 5.14276, -0.44928], [1.73681, 5.19169, 0.94368], [0.68680, 4.60982, 1.65886], [-0.40211, 4.10907, 0.97470], [-1.73598, 3.37299, -2.89992], [-2.69534, 4.15297, -3.57529], [-2.58030, 4.30537, -4.96233], [-1.72642, 3.49053, -5.71061], [-0.79959, 2.70092, -5.02324], [-0.78060, 2.67579, -3.64560], [-4.14594, 3.11557, 0.41381], [-5.32768, -0.02982, 1.24039], [-7.04858, 1.36752, 2.35527], [-7.18643, 3.78614, 1.95189], [-6.38441, 5.72526, 0.88390], [-4.58055, 6.99100, -0.33334], [-2.64775, 5.74388, -1.26052], [0.61913, 4.67897, -2.22441], [2.67263, 5.57026, -0.99906], [2.53880, 5.69007, 1.48763], [0.62024, 4.52504, 2.74169], [-1.31822, 3.93665, 1.53269], [-3.59770, 4.53536, -3.04081], [-3.12151, 5.11798, -5.41906], [-1.69460, 3.64903, -6.79128], [-0.05193, 2.11637, -5.55079], [-0.01187, 2.09343, -3.15989], [-4.19589, -0.98662, -2.64025], [-3.75866, -2.09590, -1.75104], [-2.46723, -2.50541, -1.75032], [-1.32062, -2.42919, -3.15231], [-2.28486, -3.27914, -0.61218], [-3.54310, -3.52751, -0.05875], [-3.98530, -4.33146, 0.98622], [-5.36828, -4.44739, 1.17254], [-6.26325, -3.88083, 0.28205], [-5.84125, -2.91947, -0.67928], [-4.48395, -2.75085, -0.77219], [-3.32100, -0.64893, -3.23199], [-4.62601, -0.12263, -2.04822], [-5.02210, -1.35042, -3.29084], [-1.41661, -3.74316, -0.40434], [-3.34632, -4.93667, 1.62103], [-5.71607, -4.90555, 2.12096], [-7.29832, -3.90023, 0.53002], [-6.57919, -2.25592, -1.09233], [2.64505, 1.47797, -4.87211], [2.39258, 0.68665, -4.02759], [2.15530, -0.16495, -3.21851], [4.56184, -5.54296, -0.52809], [3.81661, -4.86438, 0.60405], [2.45286, -5.49378, 0.83022], [4.65821, -4.81149, 1.87536], [3.61553, -3.45634, 0.10462], [3.06711, -2.10187, 0.81301], [0.99288, -1.98218, 0.36782], [3.30153, -2.22994, 2.47224], [2.62768, -1.62860, 3.60680], [3.54339, -1.80308, 4.79988], [2.38320, -0.14426, 3.38173], [1.34510, -2.42204, 3.72919], [3.62197, -0.66992, 0.30699], [4.96163, -0.16006, -0.02030], [5.83043, -1.25845, -0.68396], [5.63058, 0.29241, 1.27611], [4.72321, 1.03474, -0.88504], [4.73141, -6.59929, -0.32578], [5.57507, -5.07641, -0.62369], [4.05232, -5.37332, -1.51054], [2.70846, -6.59379, 0.94307], [1.68000, -5.32157, 0.05546], [1.98804, -5.18040, 1.78757], [4.88758, -5.87698, 2.11038], [4.08896, -4.32292, 2.67734], [5.63779, -4.32507, 1.78179], [4.45941, -1.23111, 4.57297], [3.74057, -2.87017, 4.95086], [3.09422, -1.37680, 5.68052], [3.33419, 0.34441, 3.21331], [1.98406, 0.27927, 4.27540], [1.70405, -0.00543, 2.53605], [1.49067, -3.47983, 3.64071], [0.68286, -2.15793, 2.90309], [0.85312, -2.16950, 4.66319], [5.88207, -2.18666, -0.04590], [6.86247, -0.91407, -0.95474], [5.43310, -1.64335, -1.65904], [5.40627, -0.46429, 2.07761], [5.25752, 1.25882, 1.59313], [6.67459, 0.40778, 1.05919], [4.18069, 0.77842, -1.78509], [5.68533, 1.48228, -1.18756], [4.16050, 1.84056, -0.33006]], "lumo_ev": -0.22, "e_above_lowest_kcal_mol": 15.0, "homo_energy_ev": -7.1, "charge": 0, "spin_multiplicity": 1}

***

{"formula": "C3H12OSb", "method": "wB97M-V/def2-TZVPD", "species": ["C", "C", "O", "C", "Sb", "H", "H", "H", "H", "H", "H", "H", "H", "H", "H", "H", "H"], "coordinates": [[2.21560, -0.70126, -0.17543], [1.78875, 0.73261, 0.12530], [0.59960, 0.77960, 0.87195], [-0.59880, 1.09054, 0.16298], [-2.09011, -0.56688, 0.04691], [2.83637, -0.75844, -1.07663], [1.31229, -1.29563, -0.33747], [2.77427, -1.15393, 0.64766], [2.56072, 1.26690, 0.69618], [1.66008, 1.28409, -0.81690], [-0.36237, 1.36804, -0.87534], [-1.08947, 1.94101, 0.65639], [-1.76687, -0.72776, -1.73258], [-0.79866, -1.75140, 0.39065], [-2.41425, -0.38803, 1.80503], [-3.30859, 0.71237, -0.30941], [-3.31855, -1.83184, -0.07929]], "lumo_ev": 3.94, "e_above_lowest_kcal_mol": 49.4, "homo_energy_ev": -3.2, "charge": -1, "spin_multiplicity": 1}

***

{"formula": "C29H29BrN8O7P2Ta", "method": "wB97M-V/def2-TZVPD", "species": ["Ta", "Br", "C", "C", "C", "C", "O", "C", "C", "N", "C", "C", "C", "C", "C", "C", "C", "C", "N", "C", "C", "H", "H", "H", "H", "H", "H", "H", "H", "H", "H", "N", "C", "C", "P", "O", "O", "O", "P", "O", "O", "O", "H", "H", "H", "H", "H", "H", "H", "H", "C", "C", "N", "C", "C", "N", "C", "N", "N", "N", "C", "C", "C", "C", "C", "C", "H", "H", "H", "H", "H", "H", "H", "H", "H", "H", "H"], "coordinates": [[0.40975, 0.66845, 1.62841], [-6.74581, 2.75062, 1.87355], [-4.90361, 2.46050, 2.08193], [-4.04323, 3.53292, 2.32332], [-2.68108, 3.32390, 2.44343], [-2.15541, 2.05313, 2.29207], [-0.82367, 1.81631, 2.28842], [-3.01960, 0.94711, 2.10369], [-2.52350, -0.39730, 2.18026], [-1.27097, -0.73034, 2.10056], [-0.84102, -2.00134, 2.56856], [-1.43408, -3.21585, 2.34671], [-0.93092, -4.36583, 2.98402], [0.11352, -4.27919, 3.86440], [0.72012, -3.02972, 4.13335], [1.74025, -2.83152, 5.08880], [2.19513, -1.55979, 5.33217], [1.70347, -0.49186, 4.57244], [0.79078, -0.64531, 3.62489], [0.26023, -1.89247, 3.44009], [-4.39758, 1.17659, 2.01142], [-4.44854, 4.53068, 2.42474], [-2.00973, 4.14915, 2.64754], [-3.24448, -1.17347, 2.43121], [-2.28886, -3.30287, 1.68617], [-1.39910, -5.32076, 2.78945], [0.47128, -5.16043, 4.38113], [2.13463, -3.67837, 5.63696], [2.92964, -1.36385, 6.10062], [2.06195, 0.51388, 4.74412], [-5.07207, 0.33920, 1.87983], [4.11162, -0.08731, -1.04315], [3.67593, 0.94135, -0.03071], [4.76885, 1.94331, 0.29843], [3.01617, 0.11878, 1.47931], [4.11614, -0.88323, 1.97518], [1.76880, -0.66726, 1.03113], [2.53009, 1.13147, 2.47439], [2.06878, 1.61544, -0.74120], [2.43961, 2.79933, -1.70103], [1.53722, 0.44583, -1.46598], [1.24986, 2.13763, 0.45522], [4.65640, -0.85818, -0.64718], [4.67106, 0.34819, -1.78221], [3.22978, -0.44353, -1.48041], [5.65000, 1.45597, 0.72048], [4.40384, 2.66079, 1.03463], [5.07096, 2.49821, -0.59101], [4.62783, -0.65859, 2.77289], [2.46481, 3.70059, -1.33597], [-1.04115, -1.65218, -0.92007], [-1.35229, -0.20731, -1.03282], [-0.94735, 0.73844, -0.18436], [-1.42032, 1.95436, -0.65706], [-2.13510, 1.72195, -1.77790], [-2.07829, 0.36347, -2.01029], [-2.68434, -0.30234, -3.17945], [-1.72273, -0.83848, -4.07959], [-1.45633, -2.18095, -4.08279], [-0.56685, -2.42482, -4.94869], [-0.20542, -1.25416, -5.58256], [0.70970, -1.00726, -6.60653], [0.85370, 0.29920, -7.01686], [0.11992, 1.34397, -6.42747], [-0.79425, 1.11697, -5.41988], [-0.94949, -0.20682, -5.01824], [-0.34286, -1.82775, -0.10503], [-0.59832, -2.02290, -1.84182], [-1.94856, -2.23982, -0.76172], [-1.21306, 2.88605, -0.16270], [-2.67667, 2.39475, -2.42114], [-3.28763, 0.44594, -3.68944], [-3.32748, -1.11781, -2.85217], [1.25951, -1.81944, -7.06213], [1.53600, 0.53300, -7.82266], [0.27615, 2.35415, -6.78207], [-1.36174, 1.92883, -4.98163]], "lumo_ev": -9.71, "e_above_lowest_kcal_mol": 43.2, "homo_energy_ev": -15.0, "charge": 3, "spin_multiplicity": 1}

***

{"formula": "C8H16Cl16", "method": "wB97M-V/def2-TZVPD", "species": ["C", "Cl", "Cl", "H", "H", "C", "Cl", "Cl", "H", "H", "C", "Cl", "Cl", "H", "H", "C", "Cl", "Cl", "H", "H", "C", "Cl", "Cl", "H", "H", "C", "Cl", "Cl", "H", "H", "C", "Cl", "Cl", "H", "H", "C", "Cl", "Cl", "H", "H"], "coordinates": [[-0.58781, -2.18859, -3.22969], [-2.07442, -3.15486, -3.35382], [-0.97984, -0.45100, -3.03057], [-0.09969, -2.51527, -2.31148], [0.07201, -2.23006, -4.09631], [-0.61270, 0.37884, 0.49174], [0.19526, -1.13736, 0.23029], [-0.91379, 0.75090, 2.23042], [0.07066, 1.14089, 0.11703], [-1.59742, 0.38145, 0.02439], [0.21435, -4.70430, -0.62073], [0.57847, -5.36668, -2.21951], [1.77843, -4.27509, 0.00059], [-0.36080, -3.78783, -0.75262], [-0.11570, -5.40613, 0.14516], [-0.57640, -1.77416, 4.99207], [0.84166, -2.77837, 4.76888], [-2.13620, -2.67112, 5.04763], [-0.44984, -1.20544, 5.91328], [-0.58280, -1.02499, 4.20036], [-1.27217, 5.27407, -0.60082], [-0.85148, 3.62217, -0.20417], [0.25261, 6.15461, -0.51914], [-1.50581, 5.20641, -1.66334], [-2.00843, 5.65537, 0.10674], [3.85882, -1.51775, 0.88707], [3.86578, 0.17597, 1.32303], [4.90470, -2.40043, 1.97983], [2.81669, -1.82191, 0.98484], [4.19456, -1.62459, -0.14441], [-4.66259, 1.42500, 0.12530], [-4.53830, 0.40593, -1.31287], [-4.32502, 3.10995, -0.40407], [-5.61925, 1.31812, 0.63666], [-3.86812, 1.13370, 0.81237], [3.19615, 3.29033, -2.07383], [1.80004, 2.11650, -1.95422], [4.73024, 2.50269, -2.33503], [3.09563, 3.96969, -2.92028], [3.27246, 4.02345, -1.27083]], "lumo_ev": [-3.00, -10.53], "e_above_lowest_kcal_mol": 12.7, "homo_energy_ev": [-12.6, -12.6], "charge": 1, "s2": 0.754, "spin_multiplicity": 2}